Entry 1:
Entry from the OMol25 dataset: the molecule C4H5NS3 at a distorted geometry (wB97M-V/def2-TZVPD).

```
13
Properties=species:S:1:pos:R:3:lowdin_charge:R:1
C 1.31 0.21 -0.32 -1.1541
C 0.45 -0.56 0.65 -0.4034
C -1.05 -0.48 0.53 -0.3508
C -1.72 0.42 -0.43 -0.6221
H 2.99 -0.08 -1.85 -0.1127
H 0.86 -1.51 1.00 0.1281
H -0.13 1.09 1.47 0.0701
H -1.59 -1.40 0.78 0.1340
H -1.25 1.35 -0.59 -0.0143
N -0.36 0.10 1.66 0.0734
S 2.30 -0.94 -1.12 0.8372
S 1.26 1.82 -0.54 0.7179
S -3.06 -0.02 -1.25 0.6966
```

Its SMILES is S=C[C@@H]1N[C@@H]1C(=S)S. Its energy is -1404.657425 a.u. Its strongest force on any atom is 2.2 eV/A. As for the LUMO energy: -0.93 eV. As for the multiplicity: 1. The HOMO-LUMO gap is 7.955 eV.

=====

Entry 2:
Entry from the OMol25 dataset: a cluster of 8 separate species, C16H48F3N9O10S in total at a distorted geometry (wB97M-V/def2-TZVPD).

```
87
Properties=species:S:1:pos:R:3:lowdin_charge:R:1
O -17.68 -2.91 7.89 0.2074
H -18.49 -2.73 8.38 0.0557
H -17.12 -3.60 8.24 0.0491
H -17.94 -3.12 6.99 0.0436
C -15.87 -7.63 9.18 -0.7048
F -16.95 -8.27 9.76 0.0998
F -15.34 -6.80 10.00 0.1933
F -15.06 -8.48 8.68 0.1884
S -16.47 -6.62 7.68 0.5468
O -15.43 -6.48 6.64 -0.3417
O -17.64 -7.27 7.10 -0.3257
O -16.82 -5.30 8.21 -0.3495
C -13.85 -3.43 7.70 -0.7475
O -14.99 -3.06 7.51 -0.0079
N -13.51 -4.69 7.55 0.1935
N -12.84 -2.69 7.98 0.1932
H -14.09 -5.48 7.33 0.0521
H -12.51 -4.84 7.53 0.1072
H -12.95 -1.69 8.04 0.1320
H -11.98 -3.20 8.12 0.1176
C -18.51 -4.24 4.62 -0.7774
O -18.56 -3.66 5.67 0.0599
N -18.64 -3.64 3.52 0.1885
N -18.24 -5.47 4.39 0.2139
H -18.74 -2.64 3.47 0.1332
H -18.56 -4.19 2.67 0.1214
H -18.01 -5.81 3.46 0.1287
H -17.98 -6.00 5.20 0.0942
C -14.81 -0.83 4.97 -0.7988
O -14.53 0.07 4.18 0.0034
N -15.57 -0.79 6.03 0.1644
N -14.68 -2.06 4.66 0.1684
H -15.88 0.11 6.39 0.1170
H -15.60 -1.57 6.66 0.0469
H -14.08 -2.38 3.91 0.1256
H -15.10 -2.71 5.31 0.0943
C -18.16 -1.01 13.09 -0.0558
C -16.74 -0.92 12.62 -0.4407
C -16.65 -1.18 11.11 -0.1566
O -17.22 -2.45 10.81 -0.2465
C -16.41 -3.57 10.89 -0.0931
N -16.20 0.39 13.00 0.0335
H -18.66 -1.82 12.58 0.0564
H -18.68 -0.11 12.77 0.0849
H -18.23 -1.19 14.17 0.0921
H -16.07 -1.55 13.20 0.1346
H -15.62 -1.20 10.74 0.1249
H -17.15 -0.38 10.58 0.1194
H -16.97 -4.46 10.59 0.0795
H -15.97 -3.63 11.88 0.0969
H -15.60 -3.51 10.16 0.0816
H -16.82 1.12 12.69 0.0621
H -15.30 0.58 12.59 0.0686
C -20.39 -5.08 9.96 -0.0220
C -20.85 -3.58 10.04 -0.3603
C -21.20 -3.14 11.48 -0.1982
O -21.44 -1.78 11.68 -0.2136
C -21.85 -1.40 12.96 -0.0994
N -19.79 -2.76 9.47 0.0697
H -19.38 -5.30 10.32 0.0708
H -20.33 -5.33 8.90 0.0801
H -21.14 -5.76 10.37 0.0751
H -21.73 -3.44 9.40 0.1345
H -20.30 -3.27 12.09 0.1186
H -21.98 -3.83 11.78 0.1294
H -22.17 -0.36 13.01 0.0947
H -20.98 -1.60 13.59 0.0795
H -22.70 -2.01 13.24 0.0896
H -20.22 -1.84 9.47 0.0435
H -19.15 -2.73 10.24 0.0619
C -20.72 -1.23 5.61 -0.0585
C -21.73 -0.92 6.79 -0.3889
C -21.29 0.39 7.53 -0.1933
O -20.21 -0.06 8.28 -0.2325
C -20.14 0.40 9.63 -0.0714
N -22.99 -0.82 6.07 0.0214
H -20.84 -2.22 5.17 0.0668
H -19.71 -1.23 6.01 0.0606
H -20.78 -0.50 4.80 0.0749
H -21.81 -1.80 7.43 0.1265
H -22.14 0.70 8.13 0.1167
H -21.03 1.21 6.86 0.1288
H -19.40 -0.15 10.22 0.0683
H -21.13 0.18 10.02 0.0798
H -20.06 1.48 9.59 0.0959
H -23.74 -0.48 6.65 0.0648
H -22.74 -0.09 5.41 0.0579
```

Its energy is -2581.388697 a.u. Its strongest force on any atom is 7.1 eV/A. As for the LUMO energy: 0.44 eV. As for the multiplicity: 1. The HOMO-LUMO gap is 9.441 eV.

=====

Entry 3:
Entry from the OMol25 dataset: a structure of composition C27H69MgN14O9 at a distorted geometry (wB97M-V/def2-TZVPD).

```
120
Properties=species:S:1:pos:R:3:lowdin_charge:R:1
Mg 0.20 0.59 -1.40 0.5617
C -4.04 1.73 -1.90 -0.0654
C -2.65 2.41 -1.89 -0.5351
C -2.76 3.72 -1.09 -0.0539
O -1.52 1.57 -1.64 -0.3123
H -4.42 1.31 -0.96 0.0472
H -4.01 0.82 -2.51 0.0530
H -4.85 2.43 -2.07 0.0852
H -2.64 2.53 -2.98 0.0936
H -2.78 3.58 -0.01 0.0671
H -3.59 4.36 -1.40 0.0733
H -1.93 4.43 -1.13 0.0614
C 3.12 -1.03 -1.46 -0.7440
O 2.08 -0.37 -1.45 0.0047
N 4.10 -0.90 -2.25 0.2153
N 3.22 -2.15 -0.79 0.1876
H 4.92 -1.44 -2.02 0.1331
H 4.23 -0.11 -2.86 0.1336
H 4.08 -2.69 -0.73 0.1190
H 2.39 -2.57 -0.40 0.1285
C 0.31 1.21 -4.55 -0.7778
O 0.49 0.78 -3.45 0.0419
N 1.23 1.61 -5.38 0.1901
N -0.80 1.57 -4.99 0.2173
H 2.22 1.51 -5.21 0.1259
H 0.93 1.71 -6.34 0.1220
H -0.92 2.19 -5.78 0.1425
H -1.50 1.39 -4.29 0.1118
C 2.23 2.93 -1.67 -0.8186
O 1.54 2.21 -1.01 0.0326
N 3.45 2.69 -1.61 0.2140
N 1.83 3.74 -2.56 0.2336
H 3.90 1.99 -1.03 0.0962
H 4.13 3.32 -2.02 0.1292
H 2.57 4.27 -3.00 0.1339
H 0.83 3.74 -2.65 0.1439
C 2.19 -3.54 -4.93 -0.6928
O 2.92 -3.18 -5.91 -0.0166
N 2.21 -4.81 -4.56 0.1439
N 1.56 -2.88 -3.99 0.1670
H 2.89 -5.49 -4.84 0.1279
H 1.60 -4.80 -3.75 0.0861
H 0.98 -3.34 -3.30 0.0767
H 1.60 -1.87 -4.10 0.1121
C -1.43 -1.80 -2.36 -0.7579
O -0.53 -1.31 -1.69 0.0220
N -1.50 -3.06 -2.67 0.1917
N -2.42 -1.18 -2.75 0.2327
H -2.22 -3.37 -3.31 0.1225
H -0.87 -3.85 -2.61 0.1150
H -2.48 -0.19 -2.56 0.0801
H -3.10 -1.58 -3.38 0.1379
C -0.45 0.60 1.48 -0.6758
O 0.06 0.27 0.44 0.0160
N -1.72 0.94 1.63 0.2300
N 0.23 0.42 2.58 0.1998
H -2.32 1.14 0.84 0.1046
H -1.85 1.16 2.60 0.1188
H -0.14 0.84 3.41 0.1214
H 1.21 0.19 2.45 0.0926
C 3.68 0.91 4.00 -0.0082
C 4.53 1.34 2.68 -0.3923
C 4.66 2.91 2.79 -0.1612
C 5.68 3.40 3.78 -0.2265
C 7.08 2.88 3.36 -0.0832
C 7.05 1.22 3.35 -0.4545
N 5.89 0.69 2.54 -0.1024
O 5.79 -0.73 2.39 -0.0140
C 8.32 0.75 2.58 -0.0405
C 7.06 0.77 4.80 -0.0349
C 3.69 1.01 1.39 -0.0216
H 3.78 1.62 4.82 0.0668
H 4.02 0.02 4.53 0.0624
H 2.64 0.73 3.74 0.0421
H 5.03 3.28 1.83 0.1082
H 3.79 3.54 3.02 0.1237
H 5.34 3.19 4.79 0.1068
H 5.66 4.49 3.71 0.1138
H 7.53 3.35 4.24 0.1094
H 7.36 3.22 2.36 0.1113
H 9.19 1.02 3.17 0.0854
H 8.36 -0.33 2.42 0.0735
H 8.34 1.25 1.61 0.0765
H 6.07 0.85 5.25 0.0654
H 7.37 -0.27 4.72 0.0880
H 7.63 1.43 5.46 0.0910
H 3.97 -0.01 1.15 0.0717
H 4.24 1.55 0.62 0.0493
H 2.65 1.35 1.42 0.0789
H 5.46 -0.99 3.25 0.0785
C -5.81 -2.16 -0.96 -0.0237
C -5.19 -2.61 0.40 -0.4309
C -4.33 -1.43 0.89 -0.1490
C -5.17 -0.20 1.25 -0.2140
C -6.22 -0.53 2.30 -0.1353
C -7.09 -1.79 1.91 -0.4446
N -6.26 -2.91 1.44 -0.0949
O -7.01 -4.06 1.13 -0.0067
C -7.75 -2.28 3.26 -0.0301
C -8.22 -1.28 0.89 -0.0107
C -4.18 -3.83 0.21 -0.0121
H -5.21 -2.22 -1.87 0.0693
H -6.26 -1.16 -0.90 0.0634
H -6.64 -2.84 -1.14 0.0665
H -3.94 -1.70 1.87 0.1154
H -3.38 -1.30 0.36 0.1080
H -5.72 0.19 0.39 0.0745
H -4.51 0.62 1.52 0.0929
H -6.75 0.33 2.69 0.1264
H -5.65 -0.89 3.15 0.1084
H -8.31 -1.43 3.64 0.0791
H -8.35 -3.18 3.09 0.0759
H -7.00 -2.54 4.00 0.0784
H -7.95 -0.27 0.58 0.0700
H -8.28 -1.86 -0.04 0.0550
H -9.22 -1.26 1.32 0.0785
H -4.83 -4.51 -0.33 0.0699
H -3.64 -4.29 1.04 0.0852
H -3.41 -3.60 -0.53 0.0498
H -7.61 -3.83 0.42 0.0739
```

Its charge is +1. Its energy is -2713.863647 a.u. Its strongest force on any atom is 9.6 eV/A. As for the LUMO energy: -1.96 eV. As for the multiplicity: 1. The HOMO-LUMO gap is 8.242 eV.

=====

Entry 4:
Entry from the OMol25 dataset: a cluster of 2 separate species, C4H10NSi in total at a distorted geometry (wB97M-V/def2-TZVPD).

```
16
Properties=species:S:1:pos:R:3:lowdin_charge:R:1
C -2.29 -1.65 -2.19 -0.2897
C -3.30 -2.48 -2.76 -0.0535
C 1.36 0.14 0.43 -0.2195
C 2.08 2.11 2.97 -0.1938
N -1.46 -0.96 -1.75 0.1202
Si 1.81 1.76 1.11 1.0600
H -4.26 -1.99 -2.90 0.1025
H -2.79 -2.75 -3.68 0.0983
H -3.36 -3.32 -2.11 0.0796
H 0.79 -0.58 1.04 0.0741
H 0.65 0.14 -0.45 0.0469
H 2.27 -0.25 0.06 0.0284
H 1.28 1.88 3.70 0.0641
H 3.03 1.75 3.30 0.0375
H 2.00 3.19 2.95 0.0203
H 2.21 3.02 0.27 0.0245
```

Its charge is +1. Its energy is -502.330588 a.u. Its strongest force on any atom is 3.4 eV/A. As for the LUMO energy: -5.97 eV. As for the multiplicity: 1. The HOMO-LUMO gap is 8.290 eV.

=====

Q: Which value of strongest force on any atom does entry 2 give?
A: 7.1 eV/A